[1]
Here is a cluster of 14 separate species, C3H30N2O13 in total at a distorted geometry from OMol25. Energies are from ωB97M-V/def2-TZVPD.

Geometry as ORCA input:
```
! RIJCOSX wB97M-V def2-TZVPD def2/J DEFGRID3
* xyz 0 1
H 1.77293 2.02911 2.39518
H 0.42560 -1.94257 -0.09250
C -1.24559 1.48190 1.40989
O -1.00490 -0.36513 -4.55044
H 2.16643 -1.99557 2.68564
H 0.53555 -0.78933 3.94882
O 2.48514 -2.81264 2.27859
N -1.83880 0.41121 1.88868
H 1.59542 -3.20011 2.32981
H -0.17958 -0.79098 1.77839
H -3.56311 -0.67778 1.48622
O -3.02990 -1.70711 -2.15835
O 1.22080 -0.24122 4.39504
H -0.23339 -0.95258 -4.39587
H -1.57025 2.52882 -0.38258
H -1.94872 -3.80460 -0.22565
H 1.79887 2.37638 -0.71349
H -1.16118 0.22920 -3.81565
O 0.61115 -1.29032 -0.77541
H 0.10344 1.13285 -2.40206
H -0.74245 -2.00183 2.31856
H -0.25756 1.76819 1.66723
O 0.82841 -2.12219 -3.34838
H -3.67427 -0.99216 -2.13396
O 2.58351 1.86825 -0.95020
H 1.49530 -0.90660 -0.67627
H 0.43792 -2.00702 -2.46874
O 0.60321 3.67301 -0.42610
H 3.16688 -0.37052 1.34600
O -2.02891 -3.08440 0.41485
N -1.98470 1.95691 0.33514
H -2.34723 -1.38729 -2.75930
C -3.05662 1.15529 0.18035
O 2.71056 -0.25164 0.49483
C -3.00288 0.19370 1.17471
H -0.00521 3.37094 -1.11610
H -2.68192 -2.46655 0.07102
H 0.42837 4.61590 -0.30352
H 3.22524 2.29910 -1.52939
H 3.52052 -0.33516 -0.02834
O 0.11999 -1.55828 2.27673
H 2.01831 -0.50421 3.92563
O -0.01438 2.02716 -2.74600
H -3.83738 1.25422 -0.58004
O 2.00241 2.37471 3.27965
H 1.68083 -1.78125 -3.60591
H 1.62269 1.62211 3.77346
H 0.24944 1.97008 -3.67016
*
```

The value obtained for the energy above the lowest of the compared OMol25 structures with the same formula, charge and spin is 309.3 kJ/mol. The calculation puts the frontier orbital gap at 0.3426 hartree. As for the HOMO energy: -9.44 eV. Its calculated total energy is -1219.90624 a.u.

---

[2]
Here is a cluster of 12 separate species, C3H30NO12 in total at a distorted geometry from OMol25. Energies are from ωB97M-V/def2-TZVPD.

Geometry as ORCA input:
```
! RIJCOSX wB97M-V def2-TZVPD def2/J DEFGRID3
* xyz 1 1
H 1.56467 2.35109 1.58055
O 1.89682 -0.75290 1.72190
H 3.20370 -0.78128 -1.75697
H -1.47999 -4.05388 -2.16919
H 2.44840 2.84368 0.50266
H -0.43840 -0.31491 3.69990
H 1.22423 -4.27138 1.12055
H 0.01692 -4.12076 0.26132
O -2.59887 0.79225 -0.34360
H 0.72508 -0.22058 4.74013
O 0.87791 -4.66704 0.38593
H -2.39484 -0.94297 2.95242
H -0.83293 -1.14587 -3.34910
O 1.23103 2.37224 3.35993
C 1.33192 -0.88054 -2.96572
O 0.85295 3.14243 -2.16850
H -2.99826 0.36698 -1.10692
H 1.56749 -0.02120 -3.58069
H -2.29660 2.80899 -0.82726
O 1.67635 2.57568 0.58901
N 1.95078 0.71609 -1.11036
H 2.83264 1.35501 -0.98835
C 2.13836 -0.68418 -1.64689
H -1.59639 -3.43073 -3.40093
H 0.49181 3.41208 -1.28864
H -2.75417 0.47787 3.40511
O 0.58361 -0.22397 3.80699
H 0.30863 3.04715 -2.92014
H -1.07042 3.20486 -0.07117
H 1.31607 0.67053 -0.29067
O -3.84300 -1.40726 0.22357
H -3.82302 -1.64226 -0.72932
O -1.09510 -3.26185 -2.53849
H 2.40727 -1.28654 2.37953
O -2.16887 -0.27867 3.53676
O -0.29176 -0.12137 -1.64631
H -2.76056 0.20309 0.48674
H 1.69419 -1.82162 -3.37113
C -0.11011 -0.71853 -2.72178
H -4.76785 -1.49933 0.47004
H 1.38586 -0.09740 1.97246
H 1.70791 -1.35229 -0.91442
H 1.56615 1.33156 -1.82750
O -1.54910 3.40153 -0.95827
H 0.97985 3.25682 3.52282
H 0.88963 1.66940 3.97400
*
```

The value obtained for the energy above the lowest of the compared OMol25 structures with the same formula, charge and spin is 299.9 kJ/mol. The calculation puts the frontier orbital gap at 0.3794 hartree. As for the HOMO energy: -12.95 eV. Its calculated total energy is -1089.58222 a.u.

---

[3]
Here is a cluster of 12 separate species, C3H30O12 in total at a distorted geometry from OMol25. Energies are from ωB97M-V/def2-TZVPD.

Geometry as ORCA input:
```
! RIJCOSX wB97M-V def2-TZVPD def2/J DEFGRID3
* xyz 0 1
H -3.62676 0.27147 3.02685
O 0.35998 1.76792 2.19212
O -2.38393 2.28498 -2.37663
H 0.69762 2.40859 -3.96257
H -0.48156 1.78779 1.70363
O 2.02636 -3.33217 0.93446
H 1.05424 -3.00278 -2.56299
O 1.58788 3.18737 -0.32153
O -0.21893 -0.00213 -1.57261
H 3.93526 1.68978 0.83838
H 0.11236 0.67266 -2.19705
H -2.94770 -2.04862 -1.33866
H 0.37822 -0.89814 0.17200
H -1.80567 -2.11855 0.93391
H -1.62844 1.76868 -2.68379
O -1.85161 2.25241 0.46501
H 2.15611 2.89891 -1.04015
O 1.39846 -2.41405 -3.24175
H -1.57961 -1.02067 3.54427
H -3.09281 1.63693 -2.27454
O -1.64609 -2.23261 1.88332
H 1.41169 -1.54518 -2.82403
C -1.93055 -0.98823 2.51027
H 0.16185 1.28951 3.00457
H -1.99678 2.09757 -0.48787
H 3.17962 0.46037 1.35386
H -1.34824 -0.23579 1.96934
H 3.43202 -2.11810 0.81518
H -2.71772 2.47968 0.82052
H 0.85581 3.64283 -0.75619
O -2.04728 -2.12355 -1.00517
O 3.99164 -1.31326 0.86872
H 1.92072 1.86154 -3.22523
O 0.95629 1.83668 -3.22857
H -3.91321 -1.46356 3.13712
H 1.71639 -0.67319 -1.00428
H 4.74925 -1.48726 0.30147
H 1.27674 -3.48805 0.35044
O 3.19895 1.43267 1.40042
H 1.63268 -2.99668 1.75241
H -1.58606 -1.32462 -1.32146
H -3.82340 -0.60846 1.53618
H 1.06779 0.64622 -0.03509
C -3.42221 -0.69055 2.54834
C 0.79063 -0.24835 -0.60259
*
```

The value obtained for the energy above the lowest of the compared OMol25 structures with the same formula, charge and spin is 145.9 kJ/mol. The calculation puts the frontier orbital gap at 0.3512 hartree. As for the HOMO energy: -9.91 eV. Its calculated total energy is -1035.13510 a.u.

---

[4]
Here is a cluster of 12 separate species, C3H30O12S in total at a distorted geometry from OMol25. Energies are from ωB97M-V/def2-TZVPD.

Geometry as ORCA input:
```
! RIJCOSX wB97M-V def2-TZVPD def2/J DEFGRID3
* xyz 0 1
O -0.37550 -0.40916 0.47682
H 0.01240 0.15829 1.14903
H 2.16544 -0.80215 0.87828
H -1.53332 -4.12029 0.65622
H 2.17275 4.24931 1.91018
O -1.66688 -1.51561 3.36525
H -1.57204 -0.54843 -1.18784
H -0.63737 2.30968 -0.30150
H 0.41905 1.07559 -1.30859
H -1.82736 -2.73412 1.17838
C -1.43442 1.87010 -2.26921
O 2.23791 -0.96789 -0.06560
H -2.28215 1.69866 2.80555
H -1.10142 3.98633 -2.13780
O 2.37154 -2.90937 -2.21177
H 1.13591 0.55180 3.21732
H 2.14740 2.80311 1.19293
H -2.57835 -1.19594 3.40746
H 1.98951 0.73143 -2.48096
O -2.26809 -3.54088 0.85432
H -1.70211 -2.38393 3.77411
O 2.62332 0.28741 -3.06440
S -0.42425 3.23641 -3.08809
H 2.33521 -3.61122 -1.56508
H 0.60645 2.16890 3.81579
H 2.64810 -2.12260 -1.73966
H 2.19218 0.40239 -3.91110
H -1.75414 3.03538 3.47008
O -1.04400 -0.85631 -3.38528
H -2.27202 0.35729 0.03958
H 1.32585 -1.13041 -0.31077
H -1.98280 -1.01706 -3.38141
O 2.12178 3.76989 1.08591
O 1.48452 -0.23222 2.76999
O 1.25775 2.43863 3.16646
H 0.76844 -0.85083 2.95635
O -1.50757 2.16334 3.14603
H -0.25537 -4.87936 -1.95880
H 1.67811 3.22270 3.56548
H -0.51453 -1.65460 -3.32532
H 0.81056 -3.92974 -2.69721
H -2.30970 2.28291 -1.90666
C -1.29174 0.18384 -0.40296
H -1.53092 1.02166 -2.95796
O -0.03496 -3.98578 -2.24020
C -0.60315 1.39287 -0.98336
*
```

The value obtained for the energy above the lowest of the compared OMol25 structures with the same formula, charge and spin is 272.4 kJ/mol. The calculation puts the frontier orbital gap at 0.3064 hartree. As for the HOMO energy: -8.60 eV. Its calculated total energy is -1433.28742 a.u.

---

[5]
Here is a cluster of 13 separate species, C3H33O13 in total at a distorted geometry from OMol25. Energies are from ωB97M-V/def2-TZVPD.

Geometry as ORCA input:
```
! RIJCOSX wB97M-V def2-TZVPD def2/J DEFGRID3
* xyz 1 1
O -2.75117 -0.06878 -2.34525
H -3.67568 0.90311 0.59674
H 1.25091 -2.47865 -0.22064
O -2.26750 -3.01780 -0.89643
H -1.77895 2.40341 5.33440
C 1.47307 0.68390 -0.56697
H -1.74150 0.31035 0.86301
H 2.49272 -3.31115 0.01757
H 0.91437 -2.20046 -3.65566
H -3.39599 3.58293 -0.93758
O -1.49829 2.45664 4.42082
O -0.52684 -0.01830 3.82610
O 0.00946 -2.25913 -3.34055
H 1.30026 1.44965 -1.32318
H 4.79164 -0.88328 -1.89913
H 3.34737 3.23696 0.96274
O -0.32237 -0.93626 -1.04440
H -2.59647 0.05237 -3.28492
H -1.24187 1.76950 -0.12771
H 2.63280 2.67229 2.17205
C -0.92424 0.91491 0.46970
H 4.00653 1.01542 -1.08279
H -4.58534 4.10772 -1.71342
O 4.93326 0.78214 -1.02824
H -4.45790 1.65218 -0.46105
H 2.31269 -0.00460 -0.66245
H 0.59211 -2.68220 4.09949
H 0.50586 -0.63244 0.74079
H 5.39597 1.61578 -1.11290
O 4.51451 -1.75428 -2.18335
O 1.70058 -3.26954 -0.51817
H 1.75585 1.30044 0.28627
O -4.34870 0.78384 -0.07337
H 5.03280 -2.35695 -1.65005
H -3.52336 -0.59085 -2.11552
H -0.69194 -2.06022 -3.96511
H -1.65097 1.57871 4.07132
H -0.11740 -0.86110 3.63047
O 0.38612 -2.40847 3.20570
H -0.50102 1.39765 1.35058
H -0.41781 0.49331 3.02447
O -4.21855 3.30580 -1.34111
O 3.44705 2.60366 1.67353
C 0.18959 -0.03078 -0.11131
H -0.13984 -1.70386 -2.57179
H 1.23804 -2.23316 2.80604
H -3.16332 -2.68305 -0.85547
H -1.96121 -0.33745 -1.87051
H -1.72519 -2.28990 -0.59263
*
```

The value obtained for the energy above the lowest of the compared OMol25 structures with the same formula, charge and spin is 339.1 kJ/mol. The calculation puts the frontier orbital gap at 0.2876 hartree. As for the HOMO energy: -12.36 eV. Its calculated total energy is -1111.81681 a.u.

---

[6]
Here is a structure of composition C3H34NO15 at a distorted geometry from OMol25. Energies are from ωB97M-V/def2-TZVPD.

Geometry as ORCA input:
```
! RIJCOSX wB97M-V def2-TZVPD def2/J DEFGRID3
* xyz -1 1
H 1.12874 -2.93438 -2.83697
H 2.26488 -2.30023 2.07738
H 2.23831 -3.35260 0.99594
H -0.31522 0.39951 -1.82012
O -4.11435 0.95980 0.69942
O -1.72639 -2.07617 1.49219
O -2.41454 3.25932 -2.61327
H -1.65686 3.33280 -3.21249
H -1.66316 -0.47179 2.43715
H -3.39639 1.40292 0.28857
H -2.09576 0.19800 -0.28329
H 2.01404 -3.17938 -1.16797
C -0.18979 -0.43062 0.73964
O -0.60073 3.66519 0.59905
H -0.42612 -3.09164 -1.20680
H 1.87836 2.17062 -1.80277
C -0.87668 -1.10003 2.02952
O -1.34199 -3.14256 -0.68349
H 3.48857 -3.17251 -1.04259
H 0.55811 0.26546 4.00058
H -1.04690 2.83724 2.44278
O 0.96570 -2.58210 -1.95662
O 1.37205 0.60932 4.05082
H 1.74353 0.25895 0.57559
H -1.08514 -0.69820 -2.71269
H 1.85016 0.24173 3.34581
C -1.12590 0.57663 0.02790
O -0.52429 1.23047 -0.95133
H -2.08900 -2.99961 -1.22548
O -0.15055 -0.43571 -2.82050
O -0.70200 2.43377 3.25126
H -1.32116 1.53216 0.79274
H -3.96772 0.09413 0.22790
O 0.07236 2.24233 -3.16284
H -0.24539 -1.27018 2.93252
H 3.50455 -1.46134 -0.07323
H -1.45875 1.78999 3.46494
H 0.18197 1.33636 -3.28351
H 2.34546 -1.44252 -0.98285
H -1.25136 -2.76924 1.00254
H 1.88490 1.86283 -0.30332
H -1.50019 3.61650 0.18997
H -0.01555 -1.45691 0.22866
O 2.29202 2.40223 -0.99906
O 2.78142 -3.49297 -0.55931
O 2.96092 -0.85688 -0.55697
H 0.28475 -1.26070 -2.23510
H 0.93778 1.29902 1.56558
H -2.07751 3.17921 -1.66210
H -0.25578 2.32335 -2.24210
N 0.99840 0.25068 1.25997
H -0.21370 3.36197 -0.20144
O 2.10184 -3.15422 1.87982
*
```

The value obtained for the energy above the lowest of the compared OMol25 structures with the same formula, charge and spin is 612.6 kJ/mol. The calculation puts the frontier orbital gap at 0.3127 hartree. As for the HOMO energy: -6.22 eV. Its calculated total energy is -1317.98789 a.u.

---

[7]
Here is a cluster of 15 separate species, C3H35NO14 in total at a distorted geometry from OMol25. Energies are from ωB97M-V/def2-TZVPD.

Geometry as ORCA input:
```
! RIJCOSX wB97M-V def2-TZVPD def2/J DEFGRID3
* xyz 0 1
C -0.76906 -2.23579 -0.23602
H -1.57180 2.74372 0.44392
H 0.91422 -1.02021 0.18411
H 0.65686 1.66819 -4.10737
H -1.06992 1.00412 -4.06461
H 4.04580 1.52313 -0.95167
O 0.88224 1.69689 -0.91463
H 2.14965 0.27364 4.20286
O 0.23079 2.40778 -3.69424
O -3.41901 2.14635 0.67825
H 3.28312 -0.26773 -2.70252
H 0.60392 -0.59442 -4.69663
H 0.92840 2.09835 1.51114
H -2.39684 -4.16175 -1.52221
C -2.75278 -3.30423 -0.91526
O -2.65591 0.70249 3.01738
H -2.98627 -3.75035 0.05847
O 3.41217 1.04076 -0.86972
H 0.43530 -1.28675 1.82574
H -0.60825 1.78443 2.04773
H -1.97791 3.63684 -0.77426
O 1.24771 0.05360 -4.76161
H 0.97474 1.19326 4.16078
H 3.34139 0.66934 0.09258
O -1.18000 3.42866 -0.07886
H 1.75081 1.93181 -1.02485
H 1.93414 -0.47401 -1.85581
H -3.78652 -3.04201 -1.40762
H -1.90546 0.75596 3.68480
H 3.89739 -0.47528 2.23773
N -0.11906 -0.97890 0.20380
H -0.35258 -0.19758 -0.37380
H 1.82469 -0.21650 -4.05021
H 0.28817 -3.87032 3.27862
H -0.28484 -3.11924 0.03547
O 3.33814 0.12766 1.73642
O 2.49582 -0.76941 -2.53097
H 2.36303 -0.19618 1.90507
O 0.39114 1.69615 2.18613
O 1.24270 -1.46490 2.40033
O 1.23975 0.32714 4.44776
H -2.48898 -1.13755 -0.99686
H 0.24742 -2.54524 3.14812
O -1.10244 0.09851 -3.78790
H 1.09584 -0.87152 3.12204
C -1.92927 -2.07533 -0.86060
H -3.94538 2.11688 1.50009
H 0.45600 2.28843 -2.76903
H -3.83119 1.56176 0.07693
H -2.03718 -0.10746 -3.62928
O -0.41859 -3.16669 3.49766
H -2.50578 -0.09797 2.55880
H 0.42369 2.45143 -0.66622
*
```

The value obtained for the energy above the lowest of the compared OMol25 structures with the same formula, charge and spin is 594.3 kJ/mol. The calculation puts the frontier orbital gap at 0.3230 hartree. As for the HOMO energy: -8.86 eV. Its calculated total energy is -1243.29199 a.u.

---

[8]
Here is a cluster of 15 separate species, C3H35NO15 in total at a distorted geometry from OMol25. Energies are from ωB97M-V/def2-TZVPD.

Geometry as ORCA input:
```
! RIJCOSX wB97M-V def2-TZVPD def2/J DEFGRID3
* xyz 0 1
H -0.96643 1.43934 4.08367
H -2.44465 -3.61507 -0.56837
O 0.07901 2.38707 -2.39019
O 0.56109 2.02961 1.97063
H -0.95492 -3.63079 -0.45682
H 0.03664 3.32934 -2.19011
H -2.56241 -0.94980 0.93091
O -1.66763 -3.60426 -1.08720
H 1.75942 -1.67527 1.87746
H 1.02722 1.71341 -0.44811
O -2.46549 2.51386 -0.85657
H -0.07543 -1.41816 -3.74990
H -2.16205 1.28421 1.47795
H -0.73984 2.00721 -2.49514
C 2.96370 1.84004 2.17843
H -3.78202 -2.38398 0.62040
H 2.84650 1.77246 -1.66591
C 3.06720 1.86839 -0.63863
O -1.99655 0.72564 -4.87658
N 1.82439 1.64844 0.13242
O -3.14243 -2.40461 1.30943
H -3.96807 -1.05007 -1.24372
H -2.24633 -0.22446 -4.81977
H -2.29305 1.49401 -0.67956
H 3.63539 2.76374 -0.47995
H 2.06174 -1.39278 3.26696
H 1.01592 -2.92890 0.02528
H -1.12464 2.01815 2.33355
H 1.85885 0.08580 -2.89425
O 1.69816 -0.66316 -2.35471
H 3.65032 1.02959 -0.21205
O -2.24334 -0.06097 0.56018
O 1.53412 -2.85485 0.86015
H 2.59906 -0.97360 -2.11195
O 2.24978 -1.01628 2.38996
H -2.33498 1.25098 4.56855
O -1.47670 0.80028 4.52252
H 3.96649 -2.27300 0.94280
H -4.78204 -0.23277 -0.50395
H 3.53987 0.81346 2.34893
C 1.69853 1.89799 1.50994
H 3.03658 2.48109 3.10153
H 3.82844 2.29661 1.67564
H -0.58567 -2.59598 -3.02908
O -0.26645 -2.26943 -3.86699
H -2.56271 1.09243 -4.38082
O -4.79225 -1.13845 -0.77791
H 2.51528 -2.84581 0.60244
O 3.93970 -1.73952 0.07079
H -3.55793 -2.43345 2.23399
H -1.27641 0.00376 0.72037
H 3.56941 -0.96938 0.30305
H -2.11842 2.75076 0.02363
O -1.97400 2.00715 2.13668
*
```

The value obtained for the energy above the lowest of the compared OMol25 structures with the same formula, charge and spin is 541.4 kJ/mol. The calculation puts the frontier orbital gap at 0.3504 hartree. As for the HOMO energy: -9.70 eV. Its calculated total energy is -1318.53998 a.u.